Record 1
Formula: C29H42BrCaINSSb2
Source: the OMol25 dataset
Level of theory: wB97M-V/def2-TZVPD

```
78
Properties=species:S:1:pos:R:3:forces:R:3
Ca 12.6463 16.3884 11.8588 0.0 0.1 0.3
C 13.9457 18.9072 13.2104 1.1 0.2 1.5
N 12.8024 18.8194 12.3540 1.0 -0.1 -2.0
C 13.1427 19.7330 11.1976 -1.2 0.0 1.4
C 11.5485 19.0745 13.0308 -1.6 -1.5 -1.3
C 11.2916 18.0570 14.1480 0.5 0.7 0.0
C 10.9390 18.5720 15.3928 -0.6 0.7 -0.8
C 10.4285 17.7079 16.3400 -0.1 1.2 1.2
C 10.3242 16.3691 16.0850 0.1 -0.6 -0.6
C 10.8030 15.8459 14.8526 0.6 1.7 0.8
C 11.3911 16.6619 13.8517 -1.2 0.2 0.8
H 14.1262 19.9190 13.6484 -0.5 -0.3 -0.3
H 14.8385 18.7581 12.5734 -0.2 -0.5 0.7
H 13.8289 18.2333 14.0960 0.4 0.2 -0.9
H 13.2872 20.7438 11.6547 -0.1 -0.5 -0.8
H 12.3131 19.7197 10.4792 0.3 0.2 0.1
H 14.0744 19.3787 10.7575 -0.1 0.1 -0.2
H 10.7169 18.8741 12.2737 0.9 0.4 0.7
H 11.4420 20.1075 13.2829 0.0 0.8 0.7
H 10.8724 19.6697 15.5871 0.3 -1.0 -0.3
H 10.1103 18.1778 17.2899 0.1 -0.7 -0.5
H 9.8593 15.7780 16.8659 0.1 -0.4 -0.3
H 10.8007 14.7959 14.7499 -0.1 -1.2 -0.2
C 13.2308 11.5330 6.8707 -0.7 0.7 -0.5
Sb 12.8101 11.8277 8.9239 0.7 -0.2 0.6
C 10.9688 10.8457 8.9029 -0.6 -1.3 1.3
C 14.0003 10.0639 9.5510 -1.2 -0.5 -1.1
C 13.5660 9.5079 10.8679 0.7 0.9 -0.3
C 12.7510 8.3882 10.9811 -1.4 -0.1 0.3
C 12.3136 7.9473 12.2301 -0.7 -2.8 -0.3
C 12.8802 8.4160 13.4217 -0.5 -0.3 -0.1
C 13.6326 9.5504 13.2941 1.1 1.7 -0.3
C 13.9477 10.1558 12.0322 -0.3 0.1 1.8
C 14.6644 11.4951 12.0745 -0.2 -0.3 0.2
Sb 13.3795 13.2535 12.6133 0.4 -1.5 1.0
C 11.5195 12.1474 12.4711 0.5 0.7 0.3
C 13.8027 13.1632 14.8143 -0.5 -0.4 -1.4
H 13.0421 10.4797 6.7151 0.4 -0.2 -0.3
H 14.2369 11.8808 6.6495 0.1 -0.4 -0.1
H 12.5314 12.0964 6.2201 0.3 -0.2 0.4
H 10.8646 10.3679 7.9387 -0.1 -0.4 -0.1
H 10.2207 11.6123 8.9615 -0.6 0.2 0.2
H 10.8112 10.0919 9.7681 0.4 1.3 -1.5
H 14.9836 10.5034 9.4918 0.5 -0.4 0.3
H 13.8855 9.2656 8.7722 0.2 0.9 0.4
H 12.2838 7.9136 10.1066 0.6 0.2 0.2
H 11.6011 7.0251 12.2261 1.4 1.8 0.2
H 12.7406 7.9318 14.4100 -0.2 0.4 -0.9
H 14.0084 10.0846 14.1839 -0.1 -0.5 -0.4
H 15.2142 11.7035 11.1474 0.0 0.0 0.5
H 15.3012 11.4767 12.9674 0.3 0.2 -0.5
H 11.5236 11.1743 12.9893 0.0 0.6 -0.1
H 11.4055 11.9944 11.3936 -0.4 0.1 0.3
H 10.8246 12.8947 12.8896 -0.3 -0.7 -0.3
H 12.9465 12.7487 15.3025 -0.9 0.2 0.3
H 14.0744 14.1116 15.2066 -0.1 1.0 0.2
H 14.5686 12.4882 15.1104 1.0 -0.7 -0.4
Br 5.7403 20.6288 10.3954 0.2 0.1 0.3
C 6.0935 20.4018 8.5703 -0.1 1.0 -1.0
C 5.5854 21.4042 7.6948 0.6 -0.5 0.0
C 5.6087 21.1960 6.3176 -0.8 1.8 0.5
C 6.0946 20.0450 5.7976 1.3 -1.8 -0.8
C 6.7462 19.1514 6.6239 -0.3 0.8 2.5
C 6.8119 19.3315 8.0469 -1.4 0.6 -1.5
I 7.6680 17.9259 9.2855 0.3 -0.3 0.0
H 5.2642 22.3653 8.0926 -0.2 -0.4 0.0
H 5.2463 21.9593 5.6173 0.0 -0.2 0.6
H 6.1003 19.8142 4.7273 -0.2 0.3 0.4
H 7.1869 18.2684 6.3029 0.7 -1.4 -1.1
C 13.0575 15.8804 8.6893 -0.4 0.6 -0.5
S 14.5087 16.2572 9.6811 0.3 -0.2 0.1
C 15.4600 14.7779 9.2444 -0.2 -0.3 -0.2
H 12.3693 15.1042 8.9762 0.1 -0.6 0.8
H 13.4531 15.5389 7.7412 -0.2 0.3 -0.5
H 12.4413 16.7804 8.5862 0.4 0.1 -0.3
H 15.2957 14.6648 8.1712 0.0 -0.2 0.1
H 15.0846 13.8941 9.7749 0.2 0.3 -0.1
H 16.5295 14.9161 9.3621 0.0 0.2 0.4
```
Positions in Å, forces in eV/Å.

Electronic energy ... -152728.046 eV
Kohn-Sham gap ... 7.7 eV
Energy relative to the best compared isomer or geometry (same formula, charge and spin) ... 2.470 eV
HOMO energy ... -10.47 eV
Net charge ... +1
Multiplicity ... 1



Record 2
Formula: C4H7FS
Source: the OMol25 dataset
Level of theory: wB97M-V/def2-TZVPD

```
13
Properties=species:S:1:pos:R:3:forces:R:3
C 0.1027 0.4280 -0.7294 -3.5 1.8 -1.6
C 0.4104 0.4907 0.7352 -4.5 7.6 4.4
C 0.7218 -0.8743 0.6221 6.5 -2.5 5.0
C -0.2441 -1.0567 -0.4524 -1.9 0.8 0.9
H -2.1447 1.9630 -0.5979 2.3 -0.9 -1.9
H 0.8677 0.4729 -1.4646 1.3 0.0 -0.1
H -0.6993 0.6129 1.3249 2.5 -0.4 -1.8
H 0.8924 1.4152 1.3655 0.0 -2.6 -2.1
H 0.9144 -1.3932 1.6987 -0.9 0.3 -2.9
H 1.8207 -0.6187 0.2002 -1.9 -2.2 0.4
H 0.0009 -1.8090 -1.0881 0.1 -2.0 -2.4
F -1.5795 -1.2796 0.0173 1.5 0.4 -0.5
S -1.0633 1.6488 -1.6313 -1.5 -0.2 2.7
```
Positions in Å, forces in eV/Å.

Electronic energy ... -17810.329 eV
Kohn-Sham gap ... 10.0 eV
Energy relative to the best compared isomer or geometry (same formula, charge and spin) ... 4.012 eV
HOMO energy ... -9.23 eV
Multiplicity ... 1



Record 3
Formula: C10H8ClO3S
Source: the OMol25 dataset
Level of theory: wB97M-V/def2-TZVPD

```
23
Properties=species:S:1:pos:R:3:forces:R:3
C 0.3268 -3.5996 -0.7763 -0.2 -3.2 -1.1
C 0.2510 -2.6207 0.1403 -1.1 2.1 3.8
C 0.0414 -3.4188 -2.1062 0.4 2.4 -2.1
C 0.0876 -1.3166 -0.2539 -1.4 1.7 -0.1
C -0.1234 -2.0595 -2.5305 0.4 -1.1 1.5
C -0.0498 -1.0004 -1.6383 1.0 -0.4 1.5
C -0.1085 3.4020 0.7695 -0.2 -1.0 0.3
C 0.5710 1.4854 2.4840 -0.8 -1.7 0.7
C -1.2519 2.4889 0.4896 -0.2 0.5 -0.7
C 0.8965 2.5999 1.6297 1.4 3.0 1.0
O 0.7425 0.3093 2.3701 0.4 -0.7 0.0
O 0.1138 4.4939 0.3064 0.1 -0.9 0.7
O 0.0165 2.1962 3.3793 0.3 1.0 -0.9
S 0.1545 0.6453 -2.0967 -0.3 0.8 -0.4
Cl 2.4031 3.3487 2.0382 -0.8 -0.4 -0.7
H 0.5368 -4.5966 -0.4414 0.0 -0.5 0.2
H 0.0973 -2.8245 1.2722 0.9 0.1 -2.0
H 0.0996 -4.1510 -2.9429 -0.1 0.1 1.2
H -0.1026 -0.4224 0.4256 0.7 -1.8 -0.6
H -0.1210 -1.6886 -3.5052 -0.3 -0.3 -1.9
H -0.8135 1.6307 -0.0283 0.2 -0.2 -0.4
H -1.9194 2.0980 1.2389 0.3 0.2 0.9
H -1.8484 3.0003 -0.2243 -0.7 0.3 -0.8
```
Positions in Å, forces in eV/Å.

Electronic energy ... -39997.992 eV
Kohn-Sham gap (spin up / spin down) ... 3.8 / 3.4 eV
Energy relative to the best compared isomer or geometry (same formula, charge and spin) ... 0.000 eV
HOMO energy (spin up / spin down) ... -3.20 / -3.01 eV
Net charge ... -1
Multiplicity ... 1



Record 4
Formula: C17H28N2O2
Source: the OMol25 dataset
Level of theory: wB97M-V/def2-TZVPD

```
49
Properties=species:S:1:pos:R:3:forces:R:3
C -3.6860 -2.3259 -3.7525 0.2 0.2 -0.1
C -2.2650 -1.9215 -4.1265 -0.1 -0.3 0.1
C -1.2975 -3.0966 -4.0048 0.1 0.2 -0.2
C 0.1112 -2.7856 -4.5132 -0.1 0.1 0.1
C 0.8375 -1.6650 -3.7670 -0.1 -0.3 0.1
C 1.0533 -1.9619 -2.2846 0.1 0.4 -0.2
C 1.9368 -0.9057 -1.6237 0.0 -0.3 0.2
C 2.2357 -1.2011 -0.1534 -0.2 0.2 -0.1
C 1.0249 -1.0126 0.7577 0.4 -0.1 0.1
C 1.3701 -1.2991 2.2175 -0.3 0.0 -0.1
C 0.1675 -1.0797 3.1428 0.1 0.0 -0.1
C -0.2769 0.3735 3.1440 0.1 -0.4 0.2
O -1.2879 0.7655 2.6064 -0.2 0.3 -0.1
N 0.6034 1.1795 3.8141 0.3 -0.2 0.1
N 0.6039 2.5153 4.0312 0.0 0.7 0.1
C -0.3162 3.2898 3.5984 -0.5 -0.7 -0.4
C -0.2343 4.6932 3.8815 1.2 0.7 0.8
C 0.6914 5.4398 4.5760 -0.5 -0.6 -0.4
C 0.2409 6.7731 4.5236 -0.5 0.2 -0.3
C -0.9201 6.7483 3.8062 0.5 0.6 0.4
O -1.2140 5.5032 3.4161 -0.3 -0.4 -0.3
H -4.0440 -3.1178 -4.4073 -0.1 -0.1 0.0
H -3.7213 -2.6889 -2.7274 -0.1 -0.1 0.1
H -4.3615 -1.4778 -3.8385 -0.1 0.0 0.0
H -2.2518 -1.5494 -5.1538 0.1 0.1 0.0
H -1.9444 -1.1090 -3.4728 0.0 0.1 0.0
H -1.6904 -3.9339 -4.5881 0.0 -0.1 0.1
H -1.2518 -3.4219 -2.9640 -0.1 -0.1 0.1
H 0.7119 -3.6965 -4.4450 0.1 0.0 -0.1
H 0.0488 -2.5125 -5.5698 0.0 -0.1 -0.1
H 0.2838 -0.7306 -3.8724 0.0 0.1 0.0
H 1.8117 -1.5191 -4.2417 0.0 0.1 0.0
H 0.0891 -1.9959 -1.7783 -0.1 -0.1 0.1
H 1.5253 -2.9422 -2.1791 0.0 -0.1 0.1
H 1.4552 0.0715 -1.7036 0.0 0.1 -0.1
H 2.8832 -0.8514 -2.1681 0.0 0.1 -0.1
H 2.6037 -2.2261 -0.0603 0.1 0.0 0.0
H 3.0331 -0.5335 0.1837 0.1 0.0 0.1
H 0.6584 0.0117 0.6651 -0.1 0.0 -0.1
H 0.2193 -1.6799 0.4492 -0.1 0.0 0.0
H 1.7018 -2.3359 2.3127 0.1 0.0 0.0
H 2.2005 -0.6582 2.5254 0.1 -0.1 0.0
H 0.4188 -1.3830 4.1614 -0.1 0.0 0.0
H -0.6737 -1.6813 2.7963 0.0 0.1 0.1
H 1.4143 0.7454 4.2362 -0.3 0.1 -0.2
H -1.1792 2.9690 3.0214 0.1 -0.2 0.0
H 1.5706 5.0609 5.0527 0.2 -0.1 0.1
H 0.7098 7.6329 4.9565 0.0 0.2 0.1
H -1.5998 7.5267 3.5198 -0.1 0.0 -0.1
```
Positions in Å, forces in eV/Å.

Electronic energy ... -25157.763 eV
Kohn-Sham gap ... 8.7 eV
Energy relative to the best compared isomer or geometry (same formula, charge and spin) ... 3.028 eV
HOMO energy ... -8.05 eV
Structure (SMILES) ... CCCCCCCCCCCC(=O)N/N=C/c1ccco1
Multiplicity ... 1